Record 1
Computed, not measured: a structure of composition C35H67B2CsNO23 at a distorted geometry, with ωB97M-V/def2-TZVPD.

Results
energy = -87877.6787 eV
HOMO = -6.68 eV
LUMO energy = 1.52 eV

The geometry in ORCA input format:
```
! RIJCOSX wB97M-V def2-TZVPD def2/J DEFGRID3
* xyz -1 1
Cs 0.25 0.29 -0.08
O 2.86 -5.75 3.86
C 2.81 -4.50 3.56
O 1.84 -3.60 3.86
B 2.15 -2.25 3.31
O 3.29 -2.56 2.39
C 3.81 -3.76 2.57
O 4.80 -4.13 2.07
O 2.57 -1.31 4.41
C 1.65 -0.33 4.43
O 1.74 0.68 5.13
C 0.56 -0.59 3.38
O 0.97 -1.64 2.62
O -0.46 0.03 3.28
O -2.46 9.45 -3.56
C -2.01 8.29 -3.65
O -2.46 7.21 -3.05
B -1.65 6.06 -3.47
O -0.65 6.61 -4.37
C -0.82 7.88 -4.56
O -0.14 8.58 -5.26
O -1.15 5.47 -2.27
C -1.67 4.27 -2.04
O -1.38 3.47 -1.14
C -2.59 4.01 -3.28
O -2.53 5.04 -4.07
O -3.20 2.94 -3.53
C 1.40 0.27 -4.03
C -0.05 0.90 -3.92
C -0.68 1.03 -5.33
O -0.78 -0.04 -3.19
H 1.94 0.76 -4.84
H 1.30 -0.78 -4.28
H 2.00 0.40 -3.12
H 0.02 1.85 -3.40
H -0.84 0.05 -5.79
H -0.02 1.65 -5.93
H -1.62 1.57 -5.34
H -1.70 0.11 -3.43
C -4.51 2.12 -0.15
C -3.77 0.97 0.52
C -4.69 -0.32 0.63
O -2.71 0.69 -0.28
H -5.13 2.60 0.61
H -5.16 1.76 -0.96
H -3.83 2.87 -0.54
H -3.35 1.31 1.47
H -5.38 -0.27 1.48
H -4.04 -1.16 0.86
H -5.39 -0.56 -0.17
H -3.02 0.38 -1.13
C -3.49 -5.43 1.40
C -3.62 -4.41 2.56
C -2.31 -3.63 2.57
O -4.78 -3.57 2.51
H -4.50 -5.77 1.19
H -2.81 -6.25 1.64
H -2.99 -4.99 0.54
H -3.84 -4.92 3.49
H -2.52 -2.81 3.26
H -2.14 -3.10 1.63
H -1.49 -4.25 2.94
H -5.55 -4.11 2.31
C 4.38 1.15 1.97
C 4.31 1.57 0.46
C 4.60 0.30 -0.42
O 3.00 2.01 0.24
H 5.40 1.11 2.33
H 3.96 0.14 1.97
H 3.82 1.81 2.64
H 5.04 2.37 0.29
H 3.96 -0.54 -0.16
H 5.64 -0.04 -0.33
H 4.29 0.55 -1.43
H 2.76 2.75 0.80
C -1.11 3.18 4.17
C -1.43 3.31 2.72
C -2.82 3.93 2.49
O -0.52 4.11 2.02
H -1.81 2.66 4.82
H -0.93 4.14 4.66
H -0.14 2.68 4.23
H -1.36 2.30 2.31
H -3.10 4.02 1.44
H -2.94 4.96 2.83
H -3.60 3.37 3.03
H -0.70 4.02 1.08
C 2.68 5.70 3.85
C 3.07 5.51 2.36
C 4.53 5.65 2.01
O 2.62 4.30 1.89
H 1.61 5.50 3.87
H 2.80 6.71 4.24
H 2.99 4.85 4.45
H 2.56 6.22 1.71
H 4.95 6.64 2.17
H 4.64 5.33 0.97
H 5.20 5.06 2.63
H 1.69 4.26 2.15
C 0.64 -4.01 0.37
C 1.42 -4.56 -0.88
C 1.24 -6.08 -1.02
C -0.16 -6.51 -1.45
C -0.46 -5.84 -2.78
C -0.23 -4.26 -2.77
N 0.97 -3.83 -2.06
O 1.25 -2.46 -2.15
C -0.24 -3.74 -4.23
C -1.49 -3.69 -2.11
C 2.88 -4.27 -0.72
H 0.76 -2.93 0.46
H -0.41 -4.29 0.30
H 1.05 -4.45 1.27
H 1.89 -6.43 -1.82
H 1.67 -6.55 -0.14
H -0.22 -7.59 -1.59
H -0.94 -6.31 -0.71
H -1.52 -6.00 -2.99
H 0.15 -6.33 -3.53
H 0.01 -2.68 -4.23
H -1.22 -3.83 -4.69
H 0.44 -4.17 -4.97
H -1.48 -2.63 -1.83
H -1.72 -4.33 -1.25
H -2.34 -3.76 -2.78
H 3.27 -4.92 0.05
H 3.57 -4.27 -1.56
H 3.01 -3.27 -0.31
H 2.07 -2.38 -2.64
*
```

Record 2
Computed, not measured: a cluster of 2 separate species, C3H3Cl in total at a distorted geometry, with ωB97M-V/def2-TZVPD.

Results
energy = -15675.7487 eV
ΔE to the lowest compared entry with this formula, charge and spin = 94.2 kcal/mol
HOMO = -9.79 eV
LUMO energy = -1.37 eV

The geometry in ORCA input format:
```
! RIJCOSX wB97M-V def2-TZVPD def2/J DEFGRID3
* xyz 0 1
C -1.30 1.49 0.00
C -0.62 0.50 0.06
C 1.45 -0.73 -0.17
Cl 2.47 0.60 0.08
H -1.92 2.35 -0.02
H 1.28 -1.30 0.65
H 1.67 -1.21 -1.03
*
```

Record 3
Computed, not measured: an isolated molecule of C9H18N2O3S at a distorted geometry, with ωB97M-V/def2-TZVPD.

Results
energy = -29584.1270 eV
ΔE to the lowest compared entry with this formula, charge and spin = 0.0 kcal/mol
HOMO = -9.04 eV
LUMO energy = 0.42 eV

The geometry in ORCA input format:
```
! RIJCOSX wB97M-V def2-TZVPD def2/J DEFGRID3
* xyz 0 1
C 2.98 1.78 -0.17
C 1.79 1.41 0.69
C 0.51 1.11 -0.13
C 0.04 2.30 -0.95
C -0.63 0.52 0.75
N -1.68 -0.10 -0.02
C -1.66 -1.31 -0.64
O -2.50 -1.62 -1.47
C -0.58 -2.30 -0.17
N -1.03 -2.87 1.11
C -0.43 -3.44 -1.18
S 0.27 -2.90 -2.77
C -1.27 1.59 1.61
O -2.29 2.16 1.32
O -0.56 1.87 2.72
H 3.17 0.99 -0.93
H 2.83 2.72 -0.71
H 3.88 1.91 0.42
H 1.53 2.25 1.41
H 2.00 0.49 1.28
H 0.78 0.31 -0.87
H -0.16 3.19 -0.30
H 0.77 2.60 -1.67
H -0.91 2.09 -1.47
H -0.18 -0.22 1.41
H -2.42 0.51 -0.31
H 0.38 -1.77 -0.11
H -0.24 -3.31 1.57
H -1.37 -2.16 1.72
H -1.39 -3.89 -1.34
H 0.28 -4.17 -0.78
H -0.85 -2.31 -3.18
H -1.04 2.57 3.16
*
```

Record 4
Computed, not measured: a structure of composition C22H47AgBrNO6PS2Si at a distorted geometry, with ωB97M-V/def2-TZVPD.

Results
energy = -150218.5233 eV
HOMO = -10.64 eV
LUMO energy = -6.35 eV

The geometry in ORCA input format:
```
! RIJCOSX wB97M-V def2-TZVPD def2/J DEFGRID3
* xyz 1 1
C 0.60 -4.78 2.33
C 0.47 -3.63 3.34
C 1.49 -2.52 3.13
O 1.60 -2.06 1.81
C 0.40 -1.44 1.38
C 0.70 -0.21 0.53
C 0.10 0.97 1.27
N 0.85 1.01 2.51
C -1.35 0.81 1.76
C -2.10 2.11 1.93
C -1.70 2.90 3.19
O -1.06 4.11 2.85
C -2.00 5.15 2.87
O 0.28 2.28 0.70
S 0.16 2.47 -0.90
O -1.19 2.73 -1.31
O 0.91 3.63 -1.20
C 0.93 0.98 -1.72
C 2.43 1.36 -1.80
C 3.17 1.89 -0.56
C 3.70 3.34 -0.73
Br 4.83 0.88 -0.14
P 0.46 1.02 -3.58
S 0.16 2.77 -4.34
C 0.51 -0.37 -1.02
C -0.88 -0.93 -1.52
C -2.10 -0.05 -1.85
C -3.29 -1.00 -2.08
O -4.34 -0.29 -2.77
C -5.61 -0.35 -2.22
Si 1.63 -1.92 -1.49
C 0.72 -3.57 -1.21
C 3.26 -2.09 -0.59
C 2.04 -1.99 -3.35
H -0.13 -4.65 1.55
H 0.37 -5.71 2.82
H 1.60 -4.88 1.94
H 0.69 -4.06 4.31
H -0.54 -3.26 3.35
H 2.45 -2.93 3.38
H 1.34 -1.68 3.80
H -0.11 -1.20 2.30
H -0.20 -2.21 0.90
H 1.77 -0.08 0.63
H 0.61 1.86 3.01
H 1.82 1.13 2.28
H -1.90 0.05 1.24
H -1.28 0.41 2.76
H -2.05 2.79 1.09
H -3.17 1.86 2.11
H -2.60 3.18 3.72
H -1.11 2.31 3.87
H -1.56 6.05 2.46
H -2.31 5.39 3.88
H -2.87 4.92 2.26
H 3.05 0.63 -2.29
H 2.45 2.19 -2.49
H 2.62 1.89 0.36
H 4.76 3.36 -0.88
H 3.39 3.92 0.11
H 3.27 3.80 -1.60
H -0.53 0.06 -3.85
H 1.62 0.53 -4.21
H -1.23 -1.71 -0.87
H -0.68 -1.44 -2.45
H -2.03 0.49 -2.77
H -2.44 0.67 -1.12
H -2.97 -1.75 -2.79
H -3.60 -1.49 -1.16
H -6.17 -1.14 -2.68
H -5.61 -0.46 -1.12
H -6.13 0.59 -2.47
H -0.24 -3.62 -1.70
H 1.35 -4.30 -1.71
H 0.70 -3.85 -0.17
H 3.39 -1.58 0.35
H 3.47 -3.14 -0.44
H 4.05 -1.73 -1.23
H 2.27 -3.02 -3.56
H 1.14 -1.77 -3.90
H 2.87 -1.36 -3.63
Ag -5.42 1.74 -0.63
*
```

Record 5
Computed, not measured: a cluster of 2 separate species, C33H38N3O5S in total at a distorted geometry, with ωB97M-V/def2-TZVPD.

Results
energy = -60369.4516 eV
ΔE to the lowest compared entry with this formula, charge and spin = 0.0 kcal/mol
HOMO = -10.23 eV
LUMO energy = -4.75 eV

The geometry in ORCA input format:
```
! RIJCOSX wB97M-V def2-TZVPD def2/J DEFGRID3
* xyz 1 1
C -6.20 -5.04 1.85
O -5.75 -3.67 1.91
C -4.43 -3.41 1.72
C -4.04 -2.04 1.69
C -2.72 -1.70 1.46
C -1.74 -2.70 1.25
C -0.28 -2.33 1.24
C 0.63 -3.11 0.45
S 2.24 -3.29 1.01
C 2.07 -3.65 2.77
C 2.72 -4.94 0.42
O 0.13 -1.39 1.96
C -2.14 -4.04 1.27
C -3.46 -4.41 1.51
H -7.29 -4.97 1.91
H -5.90 -5.53 0.92
H -5.81 -5.61 2.70
H -4.80 -1.28 1.86
H -2.44 -0.65 1.43
H 0.31 -3.62 -0.45
H 3.09 -3.58 3.16
H 1.43 -2.89 3.20
H 1.67 -4.66 2.88
H 3.73 -4.82 0.00
H 2.74 -5.63 1.27
H 2.03 -5.28 -0.36
H -1.38 -4.80 1.10
H -3.73 -5.47 1.54
C 0.90 5.93 -1.22
N 0.66 4.65 -0.59
C -0.33 4.48 0.34
O -1.04 5.38 0.79
C -0.36 2.99 0.71
C -1.72 2.34 0.49
C -2.77 2.88 1.45
C -3.91 3.53 0.95
C -4.76 4.19 1.84
C -4.52 4.15 3.21
C -3.42 3.43 3.71
C -2.56 2.77 2.83
N 0.69 2.44 -0.15
C 1.00 1.13 -0.13
C 1.78 0.53 -1.10
C 2.04 -0.83 -1.23
C 3.01 -1.33 -2.18
C 3.74 -0.45 -3.04
C 4.72 -0.92 -3.92
N 5.33 -0.03 -4.84
O 6.17 -0.51 -5.64
O 5.01 1.18 -4.83
C 5.08 -2.28 -3.94
C 4.38 -3.16 -3.12
C 3.32 -2.72 -2.31
C 1.26 3.42 -1.10
C 0.79 3.17 -2.54
C 2.79 3.53 -1.01
H 0.29 6.68 -0.71
H 1.96 6.18 -1.14
H 0.64 5.90 -2.28
H -0.06 2.90 1.77
H -2.04 2.50 -0.55
H -1.61 1.25 0.64
H -4.08 3.54 -0.13
H -5.62 4.74 1.44
H -5.18 4.68 3.90
H -3.22 3.39 4.78
H -1.70 2.20 3.19
H 0.57 0.55 0.69
H 2.24 1.18 -1.84
H 1.50 -1.52 -0.60
H 3.54 0.63 -3.06
H 5.88 -2.59 -4.62
H 4.66 -4.21 -3.12
H 2.71 -3.44 -1.77
H -0.31 3.21 -2.58
H 1.20 3.95 -3.19
H 1.11 2.20 -2.93
H 3.07 3.86 0.00
H 3.29 2.58 -1.22
H 3.14 4.27 -1.75
*
```

Record 6
Computed, not measured: a cluster of 5 separate species, C27H30BF32N2O9 in total at a distorted geometry, with ωB97M-V/def2-TZVPD.

Results
energy = -137528.7767 eV
HOMO = -5.07 eV
LUMO energy = 1.95 eV

The geometry in ORCA input format:
```
! RIJCOSX wB97M-V def2-TZVPD def2/J DEFGRID3
* xyz -1 1
C -2.37 -6.83 1.09
N -2.18 -6.15 -0.19
C -3.30 -6.34 -1.11
C -0.97 -6.38 -0.78
O -0.79 -5.98 -1.88
C 0.16 -7.05 -0.08
C 0.93 -6.02 0.79
C 1.05 -6.32 2.29
O 1.32 -5.03 2.81
B 0.23 -4.25 2.17
C 0.55 -2.68 1.82
O -0.74 -1.97 1.73
N -0.65 -0.72 2.28
O -1.64 -0.44 2.87
O 0.01 -4.93 0.85
H -3.44 -6.95 1.22
H -2.06 -6.19 1.90
H -1.95 -7.82 1.16
H -3.21 -7.31 -1.59
H -4.25 -6.27 -0.61
H -3.29 -5.60 -1.88
H 0.83 -7.39 -0.85
H -0.09 -7.94 0.49
H 1.84 -5.72 0.28
H 1.72 -7.10 2.61
H 0.01 -6.49 2.59
H -0.73 -4.33 2.94
H 1.21 -2.19 2.54
H 0.99 -2.62 0.85
C 5.09 -3.15 -1.50
C 4.34 -2.70 -0.24
C 3.31 -1.59 -0.42
F 3.88 -0.44 -0.87
F 2.73 -1.30 0.76
F 5.24 -2.35 0.72
F 3.68 -3.78 0.23
O 6.38 -2.59 -1.72
C 6.49 -1.37 -2.34
C 7.09 -0.32 -1.42
F 6.35 -0.17 -0.31
F 7.14 0.87 -2.05
F 5.30 -0.98 -2.84
F 7.32 -1.54 -3.39
H 5.28 -4.21 -1.36
H 4.47 -3.08 -2.39
H 2.52 -1.89 -1.11
H 8.11 -0.61 -1.12
C 2.13 1.96 -0.05
C 1.67 3.20 -0.83
C 2.36 4.52 -0.49
F 2.16 4.88 0.79
F 1.84 5.51 -1.27
F 0.33 3.33 -0.72
F 1.93 2.95 -2.15
O 1.35 1.57 1.06
C 1.55 2.15 2.29
C 0.31 2.92 2.75
F -0.02 3.88 1.86
F 0.57 3.52 3.93
F 2.66 2.94 2.28
F 1.78 1.17 3.17
H 2.04 1.13 -0.73
H 3.19 2.01 0.21
H 3.43 4.46 -0.68
H -0.53 2.24 2.86
C -3.94 -2.21 3.35
C -4.79 -3.20 2.54
C -4.99 -2.86 1.06
F -5.65 -1.69 0.90
F -5.75 -3.83 0.48
F -5.99 -3.38 3.15
F -4.14 -4.39 2.58
O -4.65 -1.25 4.13
C -5.07 -0.09 3.54
C -6.59 0.02 3.53
F -7.14 -1.02 2.86
F -6.97 1.16 2.89
F -4.55 0.05 2.31
F -4.59 0.94 4.29
H -3.42 -2.81 4.09
H -3.16 -1.75 2.75
H -4.03 -2.82 0.54
H -6.98 0.03 4.55
C -0.80 7.53 -4.13
C 0.68 7.90 -3.94
C 1.08 8.50 -2.59
F 0.43 9.66 -2.35
F 2.41 8.76 -2.58
F 1.07 8.73 -4.95
F 1.39 6.75 -4.09
O -1.62 8.48 -4.80
C -2.17 9.51 -4.09
C -1.65 10.86 -4.56
F -0.31 10.93 -4.43
F -2.19 11.85 -3.81
F -2.00 9.34 -2.77
F -3.50 9.48 -4.32
H -0.80 6.66 -4.78
H -1.25 7.20 -3.19
H 0.87 7.80 -1.78
H -1.91 11.03 -5.61
*
```

Record 7
Computed, not measured: a structure of composition C20H36HfNOP2 at a distorted geometry, with ωB97M-V/def2-TZVPD.

Results
energy = -44726.4925 eV
ΔE to the lowest compared entry with this formula, charge and spin = 0.0 kcal/mol
HOMO (alpha / beta) = -12.55 / -12.64 eV
LUMO energy (alpha / beta) = -7.16 / -7.04 eV

The geometry in ORCA input format:
```
! RIJCOSX wB97M-V def2-TZVPD def2/J DEFGRID3
* xyz 2 2
P -0.35 -1.50 -5.77
P 0.22 1.70 -5.78
C -0.49 -0.53 -7.38
C 0.32 0.78 -7.38
H -1.56 -0.35 -7.55
H -0.13 -1.22 -8.17
H 1.39 0.58 -7.58
H -0.06 1.47 -8.15
C -1.47 2.41 -5.93
H -1.64 3.05 -5.05
H -2.22 1.62 -5.92
H -1.56 3.01 -6.84
C 1.29 3.16 -5.97
H 0.98 3.79 -6.82
H 2.33 2.84 -6.11
H 1.22 3.75 -5.04
C -1.28 -2.99 -6.34
H -1.24 -3.73 -5.54
H -0.84 -3.41 -7.26
H -2.33 -2.72 -6.52
C 1.36 -2.15 -6.04
H 2.10 -1.35 -5.99
H 1.43 -2.65 -7.02
H 1.55 -2.87 -5.24
Hf -0.10 -0.51 -0.59
C 0.77 1.40 -1.46
C -0.59 1.53 -1.80
C -1.33 1.02 -3.01
C -1.82 -0.46 -2.96
C -0.82 -1.51 -2.60
C 0.58 -1.43 -2.74
C 1.34 -0.28 -3.31
C 1.86 0.75 -2.28
C 1.21 -2.04 0.18
H 1.15 2.06 -0.68
H -1.15 2.29 -1.23
H -0.73 1.13 -3.93
H -2.22 1.66 -3.19
H -2.71 -0.51 -2.31
H -2.24 -0.69 -3.96
H -1.23 -2.52 -2.50
H 1.16 -2.34 -2.58
H 0.74 0.26 -4.08
H 2.19 -0.63 -3.92
H 2.59 0.25 -1.62
H 2.45 1.51 -2.84
H 2.06 -1.62 0.75
H 1.62 -2.76 -0.55
H 0.63 -2.63 0.94
O -0.48 0.21 1.15
N -0.49 0.80 2.40
C -1.70 1.13 2.87
C -1.84 1.39 4.23
C -0.71 1.39 5.04
C 0.56 1.17 4.48
C 0.65 0.89 3.12
H -2.51 1.10 2.16
H -2.84 1.55 4.65
H -0.82 1.56 6.12
H 1.47 1.20 5.08
H 1.59 0.70 2.61
*
```